#i
ORCA calculation (wB97M-V/def2-TZVPD) on a structure of composition C3H6ClNO.

Atoms and positions in Å:
1 C -0.89323 -0.58507 0.00435
2 C 0.27619 -1.44402 0.03515
3 C 0.90453 1.48485 -0.01982
4 N -2.09255 -0.81564 -0.00216
5 O -0.44253 1.24102 -0.03747
6 Cl -3.32372 0.31756 -0.05066
7 H -0.04170 -2.48442 -0.00350
8 H 0.91714 -1.22051 -0.81614
9 H 0.84614 -1.26102 0.94573
10 H 1.44430 1.01087 -0.85387
11 H 1.38474 1.18673 0.92560
12 H 1.02071 2.56966 -0.12721

#ii
ORCA calculation (wB97M-V/def2-TZVPD) on an isolated molecule of C3H6ClNO.

Atoms and positions in Å:
1 C 2.87636 -0.00594 0.18219
2 C 2.25364 1.13789 0.03638
3 C -0.72884 0.21405 -0.90534
4 N -2.11215 0.55400 0.98803
5 O -1.93530 0.75994 -0.41971
6 Cl 0.67007 1.43406 -0.39529
7 H 3.89935 0.10375 0.51312
8 H 2.50031 -0.99102 0.02168
9 H -0.55841 -0.75523 -0.23308
10 H -0.75593 0.19585 -2.02057
11 H -1.33602 1.07862 1.47847
12 H -3.00146 0.91319 1.18766

Which of them is most stable? Easy: #i.

#i
ORCA calculation (wB97M-V/def2-TZVPD) on an isolated molecule of C2H7N3S.

Atoms and positions in Å:
1 C 0.19733 -1.00399 1.23532
2 N 0.11682 -0.35590 -0.05365
3 S -0.24340 -1.51345 -1.33421
4 C -0.65408 0.78383 -0.07578
5 N -0.35853 1.89078 0.47529
6 N 0.86151 2.00275 1.08228
7 H 0.95249 -1.75887 1.11756
8 H -0.74808 -1.41127 1.57217
9 H 0.54695 -0.32600 2.02992
10 H 0.55793 -0.87100 -2.19386
11 H -1.66803 0.70487 -0.41956
12 H 1.06439 2.98488 1.07650
13 H 1.59058 1.45018 0.67987

SMILES	CN(S)/C=N\N

#ii
ORCA calculation (wB97M-V/def2-TZVPD) on an isolated molecule of C2H7N3S.

Atoms and positions in Å:
1 C -1.06388 -0.34591 -1.08438
2 N -0.65236 0.02351 0.27420
3 S -1.89753 0.14591 1.48593
4 C 0.45989 -0.67546 0.74197
5 N 1.67730 -0.41185 0.44606
6 N 1.90940 0.61255 -0.37323
7 H -1.57128 0.57931 -1.51889
8 H -1.68651 -1.25489 -1.15660
9 H -0.17636 -0.53808 -1.65577
10 H -1.41554 1.13674 2.29307
11 H 0.27994 -1.50837 1.40671
12 H 2.88340 0.85770 -0.31453
13 H 1.25353 1.37884 -0.54453

SMILES	CN(S)/C=N\N

Which of them is most stable? Easy: #i.

#i
ORCA calculation (wB97M-V/def2-TZVPD) on an isolated molecule of C9H10.

Atoms and positions in Å:
1 C 0.31621 -1.82611 0.43498
2 C -0.63628 -1.75985 1.40632
3 C -1.15602 -0.71137 -1.17017
4 C -2.18672 -0.64052 -0.27997
5 C 0.01226 -0.62260 -0.34570
6 C -1.33686 -0.58090 0.89873
7 C 0.57729 0.62792 -0.17389
8 C 0.03545 1.86749 -0.83576
9 C 1.85498 0.72844 0.59782
10 H 1.13721 -2.38167 0.22512
11 H -0.93004 -2.36347 2.28700
12 H -1.02582 -0.76725 -2.32367
13 H -3.20920 -0.84291 -0.37439
14 H 0.73704 2.19368 -1.68839
15 H 0.29733 2.59181 0.10276
16 H -0.97345 1.99521 -1.19588
17 H 2.16679 -0.22934 1.03744
18 H 1.70087 1.45459 1.45489
19 H 2.61899 1.26687 -0.05724

#ii
ORCA calculation (wB97M-V/def2-TZVPD) on an isolated molecule of C9H10.

Atoms and positions in Å:
1 C -2.02044 1.27826 0.15235
2 C -2.19617 -0.07416 -0.37294
3 C -1.59053 -0.98571 0.62208
4 C -1.07035 0.42463 0.73566
5 C 0.18186 -0.68866 -1.09085
6 C -1.22645 -1.14517 -0.83672
7 C 0.51137 0.31723 0.05654
8 C 1.33813 -0.34776 1.16185
9 C 0.89937 1.73911 -0.36745
10 H -1.94547 -1.55509 1.36375
11 H 0.82408 -1.46475 -1.05412
12 H 0.20688 -0.13325 -2.08267
13 H -1.61152 -2.05199 -1.42327
14 H 2.38521 -0.39185 0.83591
15 H 1.08850 -1.48857 1.40880
16 H 1.29679 0.13586 2.13441
17 H 1.74845 1.81472 -1.04139
18 H 1.20080 2.24774 0.46946
19 H -0.02049 2.36940 -0.67140

Which of them is most stable? Easy: #i.

#i
ORCA calculation (wB97M-V/def2-TZVPD) on an isolated molecule of H5ISi2.

Atoms and positions in Å:
1 Si 0.37576 -1.24241 -0.07338
2 Si -0.17361 0.98563 -0.37245
3 I -1.16038 2.03606 2.23987
4 H -0.28510 -1.80237 1.10113
5 H -0.04247 -1.98559 -1.26914
6 H 1.82850 -1.37942 0.06425
7 H -1.36965 1.35955 -1.12418
8 H 0.82697 2.02855 -0.56609

SMILES	[SiH3][SiH2]I

#ii
ORCA calculation (wB97M-V/def2-TZVPD) on a cluster of 2 separate species, H5ISi2 in total.

Atoms and positions in Å:
1 Si -0.96583 -1.19921 0.10886
2 Si 1.92618 1.63685 -0.46851
3 I 1.93775 3.78617 0.97878
4 H 0.24174 -2.26359 -0.09879
5 H -2.16783 -1.78904 0.99412
6 H -1.56153 -0.82668 -1.19165
7 H 2.54678 0.79810 0.56088
8 H -0.46900 -0.12989 0.90858

#iii
ORCA calculation (wB97M-V/def2-TZVPD) on an isolated molecule of H5ISi2.

Atoms and positions in Å:
1 Si -0.47925 0.78427 0.03963
2 Si 1.23306 -0.64652 -0.58823
3 I 3.48283 0.05602 0.16048
4 H -0.78680 -0.08994 1.13572
5 H 0.00484 2.00260 0.43950
6 H -1.39388 1.03436 -1.09895
7 H 1.57970 -1.08836 -1.91766
8 H 0.57267 -2.05127 -0.04782

SMILES	[SiH3][SiH2]I

Which of them is most stable? Easy: #iii.

#i
ORCA calculation (wB97M-V/def2-TZVPD) on an isolated molecule of CH2N4O.

Atoms and positions in Å:
1 O 1.74099 -0.09288 -0.13791
2 N 0.42808 -0.09073 -0.09576
3 C -0.51100 0.87951 -0.03753
4 N -1.67477 0.33037 -0.03743
5 N -1.44477 -1.02773 -0.09046
6 N -0.13417 -1.25566 -0.07611
7 H 1.92613 -0.71156 0.58306
8 H -0.33048 1.96869 -0.10786

SMILES	On1cnnn1

#ii
ORCA calculation (wB97M-V/def2-TZVPD) on an isolated molecule of CH2N4O.

Atoms and positions in Å:
1 O -0.93277 1.00059 -1.46219
2 C -0.26016 0.38375 -0.46964
3 N 0.26694 1.07323 0.56567
4 N 0.90422 0.20721 1.29419
5 N 0.74766 -0.95172 0.69305
6 N 0.02754 -0.90871 -0.42584
7 H -1.88627 0.99434 -1.29035
8 H 1.13284 -1.79869 1.09511

SMILES	Oc1nn[nH]n1

#iii
ORCA calculation (wB97M-V/def2-TZVPD) on an isolated molecule of CH2N4O.

Atoms and positions in Å:
1 H -2.51371 0.71878 0.02398
2 N -1.94162 -0.06577 0.11786
3 C -0.72122 0.04917 0.00030
4 N 0.28137 1.22289 0.00193
5 N 1.33745 0.75944 -0.09968
6 N 1.38222 -0.59505 0.31671
7 O 0.05149 -1.07858 -0.19868
8 H 2.12402 -1.01089 -0.16242

SMILES	[H]/N=c1\nn[nH]o1

Which of them is most stable? Easy: #ii.

#i
ORCA calculation (wB97M-V/def2-TZVPD) on the ion CH4NO3S with charge -1.

Atoms and positions in Å:
1 C 0.69740 1.01489 0.23757
2 N -1.33549 -1.11888 0.58408
3 O 0.09892 -1.57239 -1.29795
4 O 1.61915 0.00348 0.14390
5 O -0.30827 0.96724 -0.77324
6 S -1.06365 -0.76950 -0.87589
7 H 1.13709 -0.84424 -0.34016
8 H 0.21508 1.13259 1.24795
9 H 1.24351 1.94552 0.22713
10 H -2.30374 -0.75870 0.84660

total charge	-1

#ii
ORCA calculation (wB97M-V/def2-TZVPD) on the ion CH4NO3S with charge -1.

Atoms and positions in Å:
1 C 1.00459 0.34589 0.17043
2 N -0.10351 0.80277 -0.78618
3 O -1.50388 -1.31884 -0.13916
4 O -1.91925 0.86124 0.91952
5 O 1.14037 -1.09208 0.32646
6 S -1.74873 0.13308 -0.34045
7 H 0.73874 0.84160 1.20558
8 H 1.97601 0.61555 -0.18256
9 H 0.16403 0.40756 -1.62819
10 H 0.25163 -1.59676 0.45455

total charge	-1

Which of them is most stable? Easy: #ii.